Record 1
Formula: C9H14O
Source: OMol25
Level of theory: wB97M-V/def2-TZVPD

LUMO energy = 0.864 eV
Max |F| = 5.36 eV Å⁻¹
Total energy = -426.48813 Eh
E_HOMO = -8.291 eV
Orbital gap = 9.16 eV
Structure (SMILES) = Cc1ccc(O)cc1.CC

Structure (XYZ):
```
24
C9H14O, DFT wB97M-V/def2-TZVPD
C 0.93867 1.93856 -2.92653
C 0.20870 0.62163 -2.89609
H 1.74027 2.11040 -3.57087
H 0.07465 2.63214 -2.94566
H 1.46287 1.93556 -1.97099
H 0.71612 -0.02256 -3.73328
H -0.74659 0.72266 -3.21520
H 0.25896 0.13403 -1.81452
C -2.73831 -0.50347 0.85681
C 1.42448 -0.83315 1.99156
C 0.43997 -0.10868 2.74372
C 1.15220 -1.10657 0.62730
C -0.86892 -0.07277 2.36290
C -0.18177 -0.99789 0.28188
C -1.23866 -0.61659 1.12196
O 2.68072 -0.86610 2.59711
H 0.80407 0.36035 3.69619
H 3.28413 -1.45477 2.25653
H 1.97506 -1.14392 -0.11856
H -1.66850 0.29921 2.97195
H -0.42660 -1.32365 -0.70622
H -2.84072 -0.37592 -0.23522
H -3.34218 0.20241 1.34263
H -3.10863 -1.53089 1.28261
```

Atomic partial charges in e from the Löwdin method, atoms 1 to 8: number 1, C, carries -0.175; number 2, C, carries -0.176; number 3, H, carries 0.039; number 4, H, carries 0.080; number 5, H, carries 0.060; number 6, H, carries 0.101; number 7, H, carries 0.007; number 8, H, carries 0.072

---

Record 2
Formula: C9H14O
Source: OMol25
Level of theory: wB97M-V/def2-TZVPD

LUMO energy = 0.710 eV
Max |F| = 6.49 eV Å⁻¹
Total energy = -426.46585 Eh
E_HOMO = -8.669 eV
Orbital gap = 9.38 eV
Structure (SMILES) = Cc1ccc(O)cc1.CC

Structure (XYZ):
```
24
C9H14O, DFT wB97M-V/def2-TZVPD
C 0.87643 -3.19476 -1.33529
C 0.67094 -2.29420 -0.22763
H 1.86064 -3.68687 -1.67949
H 0.17722 -4.06038 -1.50942
H 0.88044 -2.59957 -2.32255
H -0.33912 -1.89699 -0.21416
H 0.84668 -2.72460 0.82624
H 1.21591 -1.40351 -0.18578
C -3.02812 0.86754 0.28621
C -0.84987 1.55694 -0.72851
C -1.57509 1.03200 0.32685
C 0.51168 1.50105 -0.78098
C -0.95432 0.57760 1.46831
C 1.17172 0.69232 0.28696
C 0.48082 0.28130 1.40992
O 2.57113 0.46106 -0.04031
H -1.30095 2.01607 -1.64961
H 1.03478 1.92772 -1.52521
H -3.58894 0.14610 0.89057
H -3.44001 0.70960 -0.76530
H -1.46423 0.43004 2.40339
H 0.79513 -0.38398 2.33067
H 2.53016 -0.11065 -0.95127
H -3.60190 1.82976 0.43942
```

Atomic partial charges in e from the Löwdin method, atoms 1 to 8: number 1, C, carries -0.210; number 2, C, carries -0.204; number 3, H, carries 0.084; number 4, H, carries 0.077; number 5, H, carries 0.084; number 6, H, carries 0.076; number 7, H, carries 0.112; number 8, H, carries -0.010

---

Record 3
Formula: C9H14O
Source: OMol25
Level of theory: wB97M-V/def2-TZVPD

LUMO energy = 0.838 eV
Max |F| = 2.29 eV Å⁻¹
Total energy = -426.52842 Eh
E_HOMO = -8.321 eV
Orbital gap = 9.16 eV
Structure (SMILES) = Cc1ccc(O)cc1.CC

Structure (XYZ):
```
24
C9H14O, DFT wB97M-V/def2-TZVPD
C -1.24603 -1.89263 -0.63719
C -1.67033 -0.04037 1.02519
C -0.77214 -0.70662 0.18448
C -1.31357 0.93222 1.92636
C 0.57559 -0.40715 0.27159
C 0.03904 1.28164 1.87286
C 1.00854 0.64195 1.08160
O 0.51189 2.19146 2.80174
H -2.76793 -0.17536 0.97401
H -1.91881 1.50144 2.62649
H -1.82545 -2.42898 0.12620
H -0.37251 -2.53924 -0.82639
H 1.40550 -1.00393 -0.09057
H 2.02922 0.89683 1.39092
H 1.43705 2.35682 2.60411
H -1.69337 -1.75835 -1.61593
C 0.87173 -0.59671 -2.69238
C 1.33275 -0.87110 -4.11876
H 1.04859 0.43891 -2.37660
H -0.20487 -0.76963 -2.65485
H 1.38857 -1.21400 -1.97587
H 1.78154 0.02020 -4.54970
H 2.01190 -1.70526 -4.15671
H 0.58662 -1.04166 -4.91416
```

Atomic partial charges in e from the Löwdin method, atoms 1 to 8: number 1, C, carries -0.067; number 2, C, carries -0.056; number 3, C, carries -0.283; number 4, C, carries -0.016; number 5, C, carries -0.083; number 6, C, carries -0.308; number 7, C, carries -0.013; number 8, O, carries 0.024

---

Record 4
Formula: C9H14O
Source: OMol25
Level of theory: wB97M-V/def2-TZVPD

LUMO energy = 0.875 eV
Max |F| = 2.11 eV Å⁻¹
Total energy = -426.54554 Eh
E_HOMO = -8.438 eV
Orbital gap = 9.31 eV
Structure (SMILES) = Cc1ccc(O)cc1.CC

Structure (XYZ):
```
24
C9H14O, DFT wB97M-V/def2-TZVPD
C 2.34868 2.56665 -1.37610
C 2.82326 1.42611 -0.43003
H 1.79303 3.22912 -0.72786
H 3.20943 3.10155 -1.78723
H 1.86255 2.12578 -2.24152
H 3.37927 1.84071 0.40486
H 1.94295 0.94924 -0.01955
H 3.57188 0.79887 -0.90897
C -0.36802 -0.57682 3.07190
C -0.55094 0.56342 -0.50058
C -1.01502 -0.61866 -1.08356
C -0.48196 0.57285 0.89548
C -0.66057 -0.62660 1.59845
C -1.05538 -1.85821 -0.44800
C -0.91589 -1.80959 0.93580
O -1.43032 -0.52351 -2.39733
H -0.53720 1.48380 -1.05979
H -0.12279 1.48436 1.35087
H -1.33410 -2.67802 -1.09239
H -1.29133 -1.33743 -2.87377
H -0.64623 -1.44372 3.67085
H -0.99255 0.21416 3.51431
H -0.86142 -2.73081 1.50388
H 0.66003 -0.33241 3.34324
```

Atomic partial charges in e from the Löwdin method, atoms 1 to 8: number 1, C, carries -0.159; number 2, C, carries -0.156; number 3, H, carries 0.056; number 4, H, carries 0.057; number 5, H, carries 0.057; number 6, H, carries 0.056; number 7, H, carries 0.024; number 8, H, carries 0.062

---

Record 5
Formula: C9H14O
Source: OMol25
Level of theory: wB97M-V/def2-TZVPD

LUMO energy = 0.723 eV
Max |F| = 5.59 eV Å⁻¹
Total energy = -426.49409 Eh
E_HOMO = -7.919 eV
Orbital gap = 8.64 eV
Structure (SMILES) = Cc1ccc(O)cc1.CC

Structure (XYZ):
```
24
C9H14O, DFT wB97M-V/def2-TZVPD
C 3.11082 -1.19318 1.63053
C 2.39430 -1.81379 2.80698
H 3.98471 -0.55644 1.98270
H 3.62987 -1.80864 0.86252
H 2.32557 -0.48930 1.14754
H 2.54373 -2.97767 2.68938
H 2.68760 -1.56727 3.83406
H 1.42457 -1.49964 2.69510
C -1.76016 -1.64449 -1.30975
C -0.58343 0.22815 -0.19904
C -1.60805 -0.20070 -1.15284
C -0.36322 1.57523 0.01499
C -2.15056 0.69650 -2.03873
C -1.12771 2.58286 -0.75711
C -1.95603 2.05087 -1.80613
O -0.84470 3.85263 -0.67128
H 0.04421 -0.54372 0.46952
H 0.29814 1.93372 0.70970
H -2.65369 -1.88735 -2.07774
H -1.94528 -2.20588 -0.33644
H -2.77311 0.35206 -2.92574
H -2.39452 2.68242 -2.54522
H -1.42050 4.51116 -1.19671
H -0.86254 -2.07753 -1.82629
```

Atomic partial charges in e from the Löwdin method, atoms 1 to 8: number 1, C, carries -0.196; number 2, C, carries -0.188; number 3, H, carries 0.073; number 4, H, carries 0.066; number 5, H, carries 0.067; number 6, H, carries 0.106; number 7, H, carries 0.065; number 8, H, carries 0.007

---

Record 6
Formula: C9H14O
Source: OMol25
Level of theory: wB97M-V/def2-TZVPD

LUMO energy = 0.842 eV
Max |F| = 3.03 eV Å⁻¹
Total energy = -426.54223 Eh
E_HOMO = -8.441 eV
Orbital gap = 9.28 eV
Structure (SMILES) = Cc1ccc(O)cc1.CC

Structure (XYZ):
```
24
C9H14O, DFT wB97M-V/def2-TZVPD
C -1.81983 -2.26251 1.26614
C -1.04977 1.81171 0.55278
C -0.20854 1.19346 1.43765
C -1.77034 1.11024 -0.43285
C -0.50496 -0.17930 1.65131
C -2.00571 -0.24295 -0.23300
C -1.38175 -0.87992 0.85699
O -0.92175 3.16888 0.33332
H 0.56765 1.66106 2.02158
H -0.10288 3.56177 0.68689
H -2.12907 1.55681 -1.34209
H -0.15398 -0.71765 2.52588
H -2.51604 -0.79577 -1.01075
H -2.12738 -2.79033 0.35450
H -2.71958 -2.28401 1.88089
H -0.98539 -2.80830 1.69930
C 2.32634 0.57637 -1.30340
C 2.62845 -0.85499 -1.80434
H 1.30019 0.86116 -1.52686
H 2.49777 0.64467 -0.22344
H 3.04415 1.27161 -1.72620
H 1.77861 -1.52079 -1.64492
H 3.35718 -1.36613 -1.17156
H 2.89662 -0.71509 -2.84779
```

Atomic partial charges in e from the Löwdin method, atoms 1 to 8: number 1, C, carries -0.062; number 2, C, carries -0.325; number 3, C, carries -0.022; number 4, C, carries -0.012; number 5, C, carries -0.050; number 6, C, carries -0.040; number 7, C, carries -0.303; number 8, O, carries 0.018